Entry from the Open Molecules 2025 dataset: a structure of composition C4H12N3O in a non-equilibrium geometry (ωB97M-V/def2-TZVPD).

Geometry (Å):
H  0.76  0.30  -2.52
H  -1.84  1.22  -0.91
C  -0.44  -0.34  -0.78
H  -1.04  -1.21  -0.61
H  -0.71  -0.43  -3.02
H  2.04  -2.01  0.57
H  0.34  -2.60  0.64
C  0.17  0.34  1.71
O  1.15  1.14  2.29
H  -1.80  0.95  1.34
H  0.56  -1.36  -2.32
C  0.05  -0.46  -2.17
H  2.07  0.99  1.87
N  1.05  -1.86  0.25
H  -0.23  -0.41  2.45
H  -0.85  2.30  1.45
H  -0.20  1.64  -0.96
C  -0.91  1.09  -0.42
N  0.75  -0.57  0.08
N  -0.90  1.28  1.05

The calculation puts the relative energy (zero: lowest compared OMol25 entry of this formula, charge and spin) at 108.3 kcal/mol. The value obtained for the HOMO-LUMO gap is 9.455 eV. As for the charge: +1.